1.
The following is a DFT calculation (the ωB97M-V functional and the def2-TZVPD basis) of C21H26BClCoIN5O3S2 as an isolated structure in a non-equilibrium geometry.

Computed properties:
Frontier orbital gap (spin up / spin down): 4.82 / 4.84 eV
E_LUMO (spin up / spin down): -4.987 / -4.985 eV
Energy: -116383.871 eV

The geometry in ORCA input format:
```
! RIJCOSX wB97M-V def2-TZVPD def2/J DEFGRID3
* xyz 1 1
C 4.0481 0.8145 2.4908
H -0.3699 4.1793 -2.9765
H 2.5194 -0.7825 -2.0777
N -0.8365 2.2141 -0.3094
C -0.3652 2.6582 -1.4605
C -3.1803 4.8840 0.6633
H -1.8265 0.6605 -2.9839
H 0.5675 0.2436 -3.0948
C -2.2207 2.3946 1.5897
H -4.3617 4.9346 2.4310
C -1.7098 4.6306 -1.3661
C -3.0818 -3.3495 -1.2105
C 1.5865 -0.8206 -1.5186
H 5.3380 -1.5126 1.5800
H 3.5902 -3.5803 1.1098
Cl -3.7870 6.3914 0.1197
C -1.1897 -2.7733 0.3307
H 0.3795 2.0413 -1.9486
H 3.5686 0.6188 -0.4312
C -0.7827 3.8641 -2.0285
C 0.4334 -0.6375 -2.4550
H 2.6292 1.6707 -1.5138
C 3.3989 -2.5602 1.4166
C -1.7484 2.9606 0.3435
H 1.5169 -1.7811 -1.0169
H 4.8143 1.1400 1.7913
C -2.2178 4.1836 -0.1353
O -0.7188 -0.4888 -1.6491
H -2.7292 -0.2135 -1.7145
H 4.4856 0.7186 3.4820
N 0.0325 -3.2798 0.5758
S 0.9045 0.2316 2.5459
S -1.9584 -1.4427 1.1163
B 0.8784 -3.0792 1.9042
C -0.8250 -4.4653 -1.0949
I -3.8602 2.3675 4.1152
H 0.1694 -2.6164 2.7514
H -3.0653 -3.3596 -2.2986
H -2.0623 -1.0967 -3.1105
H 3.2499 1.5468 2.5303
O 1.5440 0.1990 -0.5191
H -3.5000 -2.4147 -0.8545
H 1.3459 -4.1662 2.1767
C 4.2614 -1.5550 1.6489
O -1.7609 1.2769 1.9563
C -1.8985 -0.2720 -2.4140
Co -0.5098 0.3485 0.7276
N 3.4950 -0.4665 2.0515
N -1.7241 -3.4858 -0.6908
C 2.1876 -0.8236 2.0801
H 1.1674 -4.9106 -0.2873
H -2.0516 5.5715 -1.7799
H -1.0482 -5.1721 -1.8818
H 2.4638 1.8304 0.2529
C -3.1759 3.1456 2.3333
N 2.1104 -2.1048 1.6822
H 0.3430 -1.5138 -3.1008
C 2.6151 1.1301 -0.5639
H -3.7020 -4.1697 -0.8574
C -3.6349 4.3718 1.8593
C 0.2587 -4.3282 -0.3118
*
```

=====

2.
The following is a DFT calculation (the ωB97M-V functional and the def2-TZVPD basis) of C20H35Cl3FN3O10P2PtSi as an isolated structure in a non-equilibrium geometry.

Computed properties:
Frontier orbital gap: 7.83 eV
E_LUMO: 0.071 eV
ΔE to the lowest compared entry with this formula, charge and spin: 6.4 kcal per mole
Energy: -116251.091 eV

The geometry in ORCA input format:
```
! RIJCOSX wB97M-V def2-TZVPD def2/J DEFGRID3
* xyz 0 1
Si 3.1208 2.1224 -2.4246
H 5.8256 -1.1134 2.3482
Cl 5.1595 1.9464 -2.4039
P -0.5925 -1.3820 -0.3208
O -0.4261 2.7633 0.9001
H 4.0775 -2.4218 1.8707
H -4.5728 3.3714 -2.4398
H 1.6922 -4.1439 1.2421
H -1.5589 -0.0338 1.3891
H -3.3962 0.5874 -2.6400
F 7.0901 1.1365 2.7539
O -2.0031 -1.6529 -0.9941
Cl 2.5839 2.8099 -4.2917
C 2.5468 -0.3921 -3.5926
C 3.5937 -1.7039 1.2113
H 1.7144 -3.6711 -0.4580
H -2.0494 -4.3901 1.5433
C 1.1895 -4.2705 0.2828
H -3.0042 1.8709 -3.7935
O 0.4348 -1.3087 -1.3837
C -2.7116 1.4088 -2.8495
C 5.3003 -0.2042 2.0944
H -2.1865 2.7870 3.7900
H -5.0179 -1.2836 0.4405
C -2.7779 2.4420 -1.7450
H -2.6502 1.8423 2.3801
C -4.1754 2.9662 -1.5096
H 0.2102 0.1091 1.2737
C 5.1509 2.2167 1.8867
C -3.1764 -2.1143 -0.2664
H -1.6051 5.0819 0.8292
Pt 2.0529 0.3000 -1.8398
O 4.0998 -0.9954 -0.9923
C 5.8612 0.9963 2.2530
H -4.6258 -0.8390 -1.2235
H -0.5260 -4.5673 2.4261
H -3.8479 -3.1316 -2.0292
O -0.3908 -2.4935 0.7753
C -0.2696 -3.9125 0.3970
C -1.8029 2.3039 2.8910
H -0.7632 -4.0266 -0.5724
H -4.1959 3.7554 -0.7608
O 0.0461 1.7178 -1.3506
O -2.3515 1.8200 -0.4835
C 3.3082 0.7074 1.1799
N 3.8804 1.9345 1.3893
H 2.5149 -1.7752 1.3539
H -2.0842 3.2604 -1.9510
Cl 2.6672 3.6700 -1.1354
H -0.9861 -5.7582 1.2057
O 2.1756 0.6285 0.6779
C -1.1395 3.3482 2.0195
C -2.1029 4.4023 1.5187
N 3.0281 -0.7612 -4.5779
C -1.0078 -4.6977 1.4571
O 3.9623 -3.2068 -0.5689
O 5.5625 3.3460 1.9910
H -3.7730 -0.0664 0.1124
C -4.2052 -1.0040 -0.2311
H 1.2834 -5.3183 -0.0063
H -2.9910 -4.1841 -0.8956
H -4.6394 -3.6621 -0.5396
H -1.0993 1.5318 3.1979
C -0.7191 0.0809 0.7018
H -4.8310 2.1572 -1.1851
N 4.0192 -0.3638 1.6085
P -0.8099 1.6636 -0.1492
H -1.7039 1.0144 -2.9568
C 3.9381 -2.0104 -0.2716
C -3.6882 -3.3522 -0.9740
H -2.8619 -2.3645 0.7510
H -0.3352 3.8271 2.5807
H -2.4778 4.9831 2.3621
H 3.6434 -0.9982 -5.3266
H 3.3520 2.7223 1.0314
H -2.9524 3.9418 1.0172
*
```

=====

3.
The following is a DFT calculation (the ωB97M-V functional and the def2-TZVPD basis) of C27H39F5O27 as an isolated structure in a non-equilibrium geometry.

Computed properties:
Frontier orbital gap: 8.96 eV
E_LUMO: -0.338 eV
ΔE to the lowest compared entry with this formula, charge and spin: 1116.7 kcal per mole
Energy: -97453.960 eV

The geometry in ORCA input format:
```
! RIJCOSX wB97M-V def2-TZVPD def2/J DEFGRID3
* xyz 0 1
C -1.4248 -1.0133 -2.3210
O 6.2683 1.3226 -2.1810
H -1.4860 -0.2212 2.9843
F -3.9129 1.4303 4.4807
H 1.5085 -0.1433 1.8023
F -0.4677 -3.8649 0.1195
H 2.9065 -0.7440 2.3128
F 4.6145 0.2707 1.5135
H 1.1901 2.3164 -1.2392
C 2.1347 0.4150 -0.9826
C 0.7601 -2.4043 -1.8929
O -1.9343 -2.1206 0.5705
H 2.3812 0.7772 0.0155
O -5.4404 0.7078 -4.3564
C 0.5191 0.1649 2.1403
H -0.8226 -2.9422 6.6290
O -1.2093 1.8536 3.1960
H -0.1709 1.6922 -2.0295
O -0.0404 -0.3398 3.3968
H 0.8614 -3.2001 6.0047
O 0.2669 1.1757 0.8430
C 2.6785 -1.8066 2.3967
H -2.5846 1.6386 0.5794
O 3.0097 -1.5961 -0.3402
C 5.5714 0.6311 -1.3797
H 3.1333 -0.3964 0.2163
H -3.0216 -2.8908 -0.5698
H 2.5038 -0.5980 -1.1425
H -4.1433 -2.0574 -2.5821
C 1.8698 3.7837 -3.5801
H -2.6266 3.4803 -2.6878
O 0.7641 3.3063 -3.0350
C -1.1075 -3.2034 2.3106
O 4.5670 0.9493 -0.6546
C -0.0708 0.8907 -0.3361
H -1.4116 0.9452 -3.3324
O -2.6808 -0.7993 -2.8280
H 1.4412 -3.0240 -2.4760
H 0.8204 -1.4156 -2.3478
C -4.4263 1.2817 -3.8868
H 1.4698 1.3908 -2.7796
O 1.7084 5.1033 -3.7124
O -3.0715 -0.4484 1.7702
C -2.3547 -1.4526 1.7085
H 2.6695 6.8070 -4.3619
C -2.3794 1.3559 -3.0448
H 3.4308 5.8864 -3.0557
O 0.9565 -2.5659 -0.5089
O 2.9127 3.1994 -3.8653
O -0.4079 -0.6174 -2.8448
H -3.0774 -1.2411 0.1320
H 5.3926 -1.7261 0.5976
H 0.0890 -2.0825 0.8521
O -0.3948 -1.7724 5.0522
H -3.2581 0.2508 -0.3482
O 1.2092 -2.1905 3.4485
C -3.2623 0.9403 3.4168
O 0.7593 0.5053 -1.3170
C -2.3813 0.6538 0.1587
C -3.6135 -1.3270 -1.9706
C -2.8748 -1.8283 -0.7637
H -2.0789 0.0501 1.0144
C -2.0021 2.4286 2.3310
O -3.3371 0.5633 -3.6855
H -0.2766 -3.5783 2.9082
O -4.2060 2.5456 -3.6321
C 2.0119 -2.1430 0.1222
H -0.2520 -0.2026 1.4632
C 4.9927 -1.2032 -0.2712
C -0.1878 -3.0511 5.7497
H -0.6541 -3.7889 5.0968
O -1.6445 3.2529 1.5231
F -4.4182 -0.3113 -1.5891
C -1.7494 0.6399 3.5985
O -3.2198 1.9548 2.4573
H 0.5889 1.2522 2.1722
C 0.3730 -1.5230 3.9766
H 3.5697 5.3574 -4.7056
O -1.5251 -1.7298 -1.1602
C 2.8776 5.8033 -3.9912
O -1.7489 -2.0498 2.7285
C -2.7853 2.7406 -3.4725
H -3.8322 0.0784 3.0696
C 0.8246 2.0836 -2.2394
H 4.4004 -1.8821 -0.8847
H -2.3070 3.0274 -4.4090
H 3.6487 -2.2831 2.2565
C 4.1716 -0.0652 0.2339
F -2.5160 1.2295 -1.7489
H 2.2684 -2.0375 3.3799
O -1.2550 0.6415 -0.7274
H 2.6437 1.1121 -1.6483
H -1.4550 0.4102 4.6225
O 5.9006 -0.6318 -1.1168
O 1.6663 -2.2731 1.4445
C -0.7237 -2.8069 0.9050
H -0.2776 -2.6649 -2.1008
H -1.7965 -4.0387 2.4351
*
```

=====

4.
The following is a DFT calculation (the ωB97M-V functional and the def2-TZVPD basis) of C5IN3S as an isolated structure in a non-equilibrium geometry.

Computed properties:
⟨S²⟩: 2.049
Frontier orbital gap (spin up / spin down): 6.23 / 5.64 eV
E_LUMO (spin up / spin down): -0.649 / -4.601 eV
Energy: -28584.973 eV

The geometry in ORCA input format:
```
! RIJCOSX wB97M-V def2-TZVPD def2/J DEFGRID3
* xyz 0 3
C 1.4835 0.4608 -0.0449
S 1.2390 2.1229 -0.0090
N -3.0049 -0.3829 0.1452
I 3.4598 -0.2733 -0.0625
C 0.3676 -0.3578 0.0013
N -0.4176 -2.7487 0.0222
C 0.0225 -1.7103 0.0347
C -0.7393 0.7259 -0.0192
C -2.0435 0.1966 -0.0221
N -0.3670 1.9668 -0.0457
*
```

=====

Among the records above, which one has the lowest energy? C21H26BClCoIN5O3S2